Version P
13
Properties=species:S:1:pos:R:3 method="wB97M-V/def2-TZVPD" lumo_energy_ev=4.172 orbital_gap_ha=0.238 total_charge=-1 spin_multiplicity=1
C 0.430 -0.927 2.203
S 1.533 -1.779 1.019
H 0.198 0.089 1.887
H -0.540 -1.443 2.214
H 0.847 -0.863 3.212
C -1.195 0.630 -0.779
C 0.736 0.656 -2.052
N -0.475 0.994 -2.017
H -0.559 0.797 0.089
H -1.486 -0.415 -0.851
H -2.075 1.268 -0.707
H 1.317 0.884 -2.947
H 1.270 0.109 -1.269

=====

Version Q
13
Properties=species:S:1:pos:R:3 method="wB97M-V/def2-TZVPD" lumo_energy_ev=4.005 orbital_gap_ha=0.239 total_charge=-1 spin_multiplicity=1
C -1.746 1.307 -0.957
S -0.177 2.102 -0.416
H -2.563 1.994 -1.186
H -2.079 0.677 -0.126
H -1.541 0.644 -1.803
C 1.441 -2.988 0.537
C 0.646 -1.925 0.288
N 0.350 -0.869 1.109
H 1.690 -3.260 1.561
H 1.555 -3.779 -0.191
H 0.165 -1.906 -0.686
H 0.773 -0.960 2.012
H 0.325 0.010 0.572

=====

So which one is most stable? That would be version Q, about 8.8 kcal/mol below the next structure.

=====

Version P
8
Properties=species:S:1:pos:R:3 method="wB97M-V/def2-TZVPD" lumo_energy_ev=-0.498 orbital_gap_ha=0.330 total_charge=0 smiles="F[P@@](P)(=S)S" spin_multiplicity=1
F -1.059 0.388 -1.797
P 0.817 1.587 0.216
P -0.658 -0.026 -0.049
S -2.137 0.002 1.221
S 0.311 -1.968 -0.289
H 1.255 1.465 -1.160
H 1.426 0.524 0.855
H 0.045 -1.971 1.004

=====

Version Q
8
Properties=species:S:1:pos:R:3 method="wB97M-V/def2-TZVPD" lumo_energy_ev="-2.571 / -2.686" orbital_gap_ha="0.241 / 0.259" total_charge=0 spin_multiplicity=1
F -3.390 0.401 -1.431
P -1.811 1.764 0.571
P -2.192 -0.174 -0.569
S -3.065 -1.335 0.891
S 1.164 -1.845 -0.544
H -0.982 2.071 -0.521
H -0.915 1.092 1.344
H 0.713 -2.856 -0.008

=====

So which one is most stable? That would be version P, about 53.5 kcal/mol below the next structure.

=====

Version P
11
Properties=species:S:1:pos:R:3 method="wB97M-V/def2-TZVPD" lumo_energy_ev=-4.042 orbital_gap_ha=0.360 total_charge=+1 spin_multiplicity=1
C 0.652 -1.047 -0.327
C -0.036 1.184 -0.126
N -0.566 -1.142 0.047
N 1.027 0.206 -0.325
P -1.670 0.212 -0.032
H 1.153 -2.003 -0.476
H 0.228 2.037 0.997
H 0.060 2.089 -0.889
H -0.909 -2.066 0.109
H 1.991 0.433 -0.385
H -1.930 0.098 1.406

=====

Version Q
11
Properties=species:S:1:pos:R:3 method="wB97M-V/def2-TZVPD" lumo_energy_ev="-4.994 / -4.994" orbital_gap_ha="0.369 / 0.369" total_charge=+1 smiles="NP1(=[NH2+])C=C1" spin_multiplicity=1
C -0.661 -0.783 -1.350
C -0.820 -1.468 -0.208
N 1.802 -0.114 0.080
N -0.909 1.723 0.660
P 0.167 -0.010 0.012
H -0.958 -0.803 -2.380
H -1.309 -2.320 0.217
H 2.248 -0.394 0.952
H 2.360 0.541 -0.460
H -0.263 2.260 1.232
H -1.658 1.368 1.244

=====

So which one is most stable? That would be version P, about 26.1 kcal/mol below the next structure.

=====

Version P
16
Properties=species:S:1:pos:R:3 method="wB97M-V/def2-TZVPD" lumo_energy_ev="-4.333 / -4.334" orbital_gap_ha="0.311 / 0.311" total_charge=+1 spin_multiplicity=1
C -0.648 0.084 1.451
C -1.685 2.845 -0.488
C 1.909 -2.106 0.412
C 1.251 -3.271 -0.170
N 0.278 -0.681 1.380
N 1.462 -1.039 1.022
N -1.494 3.807 -1.384
S -0.925 1.430 -0.616
H -1.219 0.575 2.075
H -2.512 3.051 0.324
H 3.008 -2.192 0.291
H 1.781 -3.377 -1.147
H 0.151 -3.252 -0.206
H 1.549 -4.228 0.415
H -0.696 3.810 -2.067
H -2.212 4.545 -1.294

=====

Version Q
16
Properties=species:S:1:pos:R:3 method="wB97M-V/def2-TZVPD" lumo_energy_ev="-5.731 / -5.726" orbital_gap_ha="0.258 / 0.259" total_charge=+1 spin_multiplicity=1
C 0.406 -1.540 -0.089
C -0.693 -0.658 -0.160
C 2.059 0.637 0.467
C -2.005 -1.345 0.060
N -0.533 0.609 -0.263
N 2.979 1.382 -0.117
N -1.359 1.601 -0.090
S 2.083 -1.059 0.063
H 0.280 -2.637 -0.062
H -1.836 -2.405 -0.272
H -2.332 -1.170 1.029
H -2.622 -0.836 -0.773
H 3.040 2.231 0.564
H 3.754 1.054 -0.667
H -2.244 1.664 0.426
H -0.976 2.473 -0.116

=====

So which one is most stable? That would be version P, about 10.0 kcal/mol below the next structure.

=====

Version P
16
Properties=species:S:1:pos:R:3 method="wB97M-V/def2-TZVPD" lumo_energy_ev="-6.141 / -6.140" orbital_gap_ha="0.250 / 0.250" total_charge=+1 smiles="Cn1[nH][n+](C)cc1=S" spin_multiplicity=1
C 1.406 -0.496 0.040
C 1.165 0.862 0.246
C -0.946 2.315 0.155
C -0.063 -2.435 -0.330
N -0.790 -0.125 -0.562
N -0.132 1.178 -0.147
N 0.196 -1.030 -0.297
S 2.201 1.949 0.973
H 2.363 -0.961 0.364
H -0.274 3.032 0.714
H -1.440 2.605 -0.791
H -1.801 1.935 0.879
H -0.127 -2.725 -1.424
H -1.006 -2.828 -0.034
H 0.781 -3.072 0.074
H -1.530 -0.205 0.140

=====

Version Q
16
Properties=species:S:1:pos:R:3 method="wB97M-V/def2-TZVPD" lumo_energy_ev=-3.696 orbital_gap_ha=0.356 total_charge=+1 smiles="[NH2+]=C1CC=N[C@H](S)N1" spin_multiplicity=1
C -0.325 1.774 0.132
C 0.790 -0.493 0.018
C 0.611 0.803 0.790
C -1.514 -0.109 -0.874
N -1.276 1.544 -0.619
N -0.263 -0.854 -0.723
N 1.958 -1.070 0.046
S -2.664 -0.742 0.331
H -0.035 2.865 0.232
H 1.557 1.232 1.210
H 0.146 0.491 1.691
H -1.748 -0.211 -1.938
H -0.317 -1.593 -1.435
H 2.470 -0.679 0.785
H 2.439 -1.664 -0.638
H -2.086 0.032 1.308

=====

So which one is most stable? That would be version Q, about 56.0 kcal/mol below the next structure.

=====

Version P
15
Properties=species:S:1:pos:R:3 method="wB97M-V/def2-TZVPD" lumo_energy_ev=4.014 orbital_gap_ha=0.236 total_charge=-1 smiles=NC[C@@H](N)C[S-] spin_multiplicity=1
N 0.479 1.083 1.202
C 0.190 -0.069 0.297
C -0.385 0.324 -1.061
S -2.203 0.477 -1.001
C 1.512 -0.839 0.071
N 2.277 -1.316 1.230
H -0.062 1.871 0.855
H 1.455 1.348 1.105
H -0.489 -0.711 0.852
H -0.082 -0.428 -1.799
H 0.174 1.198 -1.395
H 2.197 -0.203 -0.508
H 1.307 -1.690 -0.564
H 2.700 -0.529 1.724
H 1.646 -1.629 1.972

=====

Version Q
15
Properties=species:S:1:pos:R:3 method="wB97M-V/def2-TZVPD" lumo_energy_ev=3.920 orbital_gap_ha=0.230 total_charge=-1 spin_multiplicity=1
C -0.066 -1.303 -2.086
C -0.069 -1.360 -0.717
N 1.082 -1.499 0.085
N -1.266 -1.081 -2.869
H 0.854 -1.312 -2.717
H -1.020 -1.221 -0.157
H 1.077 -2.250 0.718
H 1.299 -0.560 0.513
H -1.346 -1.690 -3.706
H -1.525 -0.115 -3.105
C 0.156 2.022 2.854
S 0.079 1.420 1.131
H 0.602 2.996 2.824
H -0.845 2.039 3.286
H 0.802 1.295 3.420

=====

So which one is most stable? That would be version P, about 27.5 kcal/mol below the next structure.